[1]
70
Properties=species:S:1:pos:R:3 method="wB97M-V/def2-TZVPD" smiles="C[C@@H](F)Cc1cccc2nsnc12.COC(=O)OC.COC(=O)OC.COC(=O)OC.COC(=O)OC" total_charge=0 spin_multiplicity=1 homo_ha=-0.306 orbital_gap_ev=6.8
C 4.344 1.970 3.973
C 3.019 1.814 3.010
F 3.353 1.290 1.654
C 1.807 0.914 3.652
C 0.388 1.596 3.088
C -0.023 1.220 1.546
C -1.393 1.879 0.912
C -2.256 2.894 1.900
C -1.772 3.235 3.429
N -2.338 4.132 4.508
S -1.322 4.066 5.961
N -0.015 2.941 5.528
C -0.424 2.594 4.105
H 4.091 2.265 5.078
H 5.014 2.839 3.526
H 5.004 0.982 3.885
H 2.565 2.903 2.828
H 1.775 -0.202 3.294
H 1.740 0.939 4.824
H 0.682 0.490 0.930
H -1.688 1.624 -0.192
H -3.232 3.370 1.461
C -1.516 -0.751 -4.842
O -0.269 -1.198 -4.313
C -0.138 -1.027 -2.973
O -0.973 -0.541 -2.227
O 1.084 -1.490 -2.607
C 1.363 -1.374 -1.213
H -1.511 -0.936 -5.920
H -2.346 -1.311 -4.400
H -1.642 0.324 -4.678
H 0.648 -1.960 -0.626
H 1.352 -0.324 -0.904
H 2.364 -1.775 -1.034
C -3.350 2.007 -2.210
O -3.867 2.362 -3.491
C -4.332 3.634 -3.572
O -4.338 4.455 -2.667
O -4.789 3.836 -4.833
C -5.313 5.142 -5.066
H -3.006 0.970 -2.260
H -2.496 2.640 -1.949
H -4.131 2.074 -1.446
H -4.538 5.901 -4.919
H -6.173 5.334 -4.417
H -5.649 5.191 -6.106
C 3.634 0.156 9.197
O 4.488 -0.021 8.068
C 5.026 -1.262 7.964
O 4.838 -2.192 8.733
O 5.809 -1.290 6.857
C 6.445 -2.545 6.619
H 3.260 1.184 9.180
H 2.777 -0.523 9.142
H 4.189 0.007 10.128
H 5.700 -3.331 6.462
H 7.113 -2.802 7.448
H 7.045 -2.452 5.710
C -4.274 -6.163 -7.345
O -3.476 -4.987 -7.465
C -2.170 -5.163 -7.142
O -1.657 -6.208 -6.773
O -1.533 -3.975 -7.300
C -0.140 -4.010 -6.993
H -5.298 -5.906 -7.628
H -3.915 -6.944 -8.023
H -4.282 -6.520 -6.310
H 0.384 -4.706 -7.657
H 0.017 -4.281 -5.944
H 0.267 -3.008 -7.154

***

[2]
16
Properties=species:S:1:pos:R:3 method="wB97M-V/def2-TZVPD" total_charge=0 spin_multiplicity=3 homo_ha="-0.295 / -0.354" orbital_gap_ev="8.5 / 7.6"
C 0.377 -2.388 -0.460
C 1.117 -0.682 0.034
C -0.010 0.286 -0.214
C -0.384 0.873 1.095
C 0.256 1.423 -1.253
O -1.720 -2.211 1.056
O -1.146 -0.379 -0.699
S -1.392 -1.960 -0.336
Br 2.891 -0.220 0.224
H 0.710 -3.128 0.333
H -1.001 0.310 1.730
H -0.909 1.916 1.054
H 0.334 1.135 1.849
H 0.664 1.200 -2.225
H 0.881 2.100 -0.657
H -0.667 1.727 -1.531

***

[3]
95
Properties=species:S:1:pos:R:3 method="wB97M-V/def2-TZVPD" total_charge=+2 spin_multiplicity=4 homo_ha="-0.455 / -0.455" orbital_gap_ev="4.3 / 6.0"
Mn -0.684 -0.181 0.247
C -6.554 -3.429 5.003
C -5.711 -2.455 4.224
C -6.172 -1.162 3.975
C -5.426 -0.261 3.235
C -4.196 -0.671 2.729
C -3.701 -1.947 2.975
C -4.460 -2.827 3.728
S -3.365 0.459 1.686
O -3.680 0.192 0.303
O -3.561 1.777 2.206
N -1.775 0.023 1.812
C -1.064 0.128 3.040
C -1.545 0.411 4.290
C -0.656 0.435 5.392
C 0.680 0.203 5.245
C 1.198 -0.066 3.958
C 2.563 -0.268 3.659
C 2.965 -0.464 2.363
C 2.019 -0.486 1.338
N 0.728 -0.347 1.601
C 0.303 -0.109 2.886
H -7.111 -2.927 5.793
H -5.948 -4.215 5.449
H -7.281 -3.904 4.341
H -7.129 -0.853 4.378
H -5.778 0.750 3.064
H -2.716 -2.226 2.623
H -4.074 -3.816 3.951
H -2.593 0.624 4.445
H -1.055 0.656 6.373
H 1.350 0.240 6.095
H 3.292 -0.239 4.462
H 4.008 -0.586 2.107
H 2.298 -0.588 0.298
N -4.103 -1.571 -2.427
N -3.250 -2.017 -1.449
N -3.485 -3.089 -0.727
C -2.421 -3.121 0.065
N -1.581 -2.115 -0.208
N -2.132 -1.431 -1.206
H -4.995 -2.029 -2.303
H -4.165 -0.562 -2.365
H -2.255 -3.882 0.811
C -0.126 0.662 -3.310
N 0.208 -0.763 -3.337
C -0.434 -1.528 -4.410
C 0.690 -1.334 -2.225
O 0.610 -0.702 -1.118
N 1.307 -2.522 -2.278
C 1.556 -3.292 -1.065
C 1.991 -3.018 -3.474
H 0.056 1.077 -4.300
H 0.502 1.180 -2.594
H -1.181 0.806 -3.058
H -1.457 -1.167 -4.522
H -0.474 -2.585 -4.170
H 0.081 -1.394 -5.362
H 1.006 -2.873 -0.233
H 2.623 -3.292 -0.828
H 1.240 -4.324 -1.216
H 2.110 -2.221 -4.201
H 1.463 -3.853 -3.934
H 2.981 -3.364 -3.179
C 4.718 -0.190 -2.670
N 4.987 1.233 -2.756
C 5.636 1.621 -4.014
C 4.312 2.128 -1.983
S 2.883 1.716 -1.156
N 4.842 3.369 -1.899
C 6.288 3.619 -1.938
C 4.074 4.484 -1.359
H 5.594 -0.723 -3.042
H 3.847 -0.468 -3.276
H 4.529 -0.476 -1.641
H 5.212 1.024 -4.823
H 6.713 1.448 -3.991
H 5.445 2.664 -4.239
H 6.840 2.687 -1.881
H 6.552 4.220 -1.068
H 6.592 4.167 -2.831
H 3.031 4.392 -1.638
H 4.480 5.406 -1.774
H 4.145 4.520 -0.270
C -2.260 3.182 -0.811
C -1.147 2.782 0.151
C 0.038 3.717 0.122
O -0.736 1.458 -0.258
H -2.628 4.159 -0.499
H -3.083 2.469 -0.783
H -1.867 3.255 -1.826
H -1.563 2.726 1.155
H 0.399 3.852 -0.898
H 0.862 3.327 0.721
H -0.267 4.682 0.527

***

[4]
23
Properties=species:S:1:pos:R:3 method="wB97M-V/def2-TZVPD" smiles=C[C@@H]1C(C)(C)ON(O)[C@@]1([O-])O total_charge=-1 spin_multiplicity=1 e_above_lowest_kcal_mol=102.5 homo_ha=-0.137 orbital_gap_ev=7.4
C -0.488 -0.616 -0.024
C 0.581 0.136 -0.681
C -1.474 0.694 0.773
C -0.128 -1.682 0.978
C 0.371 0.074 -2.216
C 2.009 -0.102 -0.296
N -0.537 1.839 0.698
O 0.090 1.959 1.992
O 0.375 1.525 -0.260
O -2.460 0.976 -0.225
O -1.813 0.258 1.961
H -1.176 -0.926 -0.798
H -0.300 -1.313 1.994
H 0.888 -2.012 0.920
H -0.893 -2.433 0.772
H 0.774 -0.990 -2.621
H 1.018 0.839 -2.739
H -0.716 0.039 -2.368
H 2.781 0.470 -1.039
H 2.329 -1.152 -0.525
H 2.310 0.290 0.650
H -3.243 0.798 0.394
H -0.297 1.329 2.660

***

[5]
23
Properties=species:S:1:pos:R:3 method="wB97M-V/def2-TZVPD" total_charge=0 spin_multiplicity=1 e_above_lowest_kcal_mol=38.0 homo_ha=-0.313 orbital_gap_ev=9.0
C 0.745 1.938 0.514
C 1.099 0.489 0.923
C -0.431 1.821 -0.454
C -0.087 -0.201 1.355
C -1.598 0.857 -0.105
C -1.063 -0.488 0.140
O 0.117 -0.533 -2.283
Si 0.816 -2.993 -1.027
S -0.792 -1.354 -1.406
H 0.376 2.536 1.380
H 1.620 2.409 0.055
H 1.400 -0.023 -0.041
H 1.979 0.547 1.445
H -0.927 2.772 -0.350
H 0.014 1.670 -1.430
H 0.352 -1.140 1.768
H -0.613 0.292 2.186
H -1.998 1.250 0.778
H -2.336 0.945 -0.890
H -1.792 -1.114 0.481
H 0.755 -3.986 0.176
H 0.417 -3.519 -2.330
H 1.945 -2.175 -0.885

***

[6]
15
Properties=species:S:1:pos:R:3 method="wB97M-V/def2-TZVPD" smiles="C=CCCC" total_charge=0 spin_multiplicity=1 e_above_lowest_kcal_mol=25.4 homo_ha=-0.346 orbital_gap_ev=10.7
C -1.456 -0.687 1.536
C -0.139 -0.214 0.906
C -0.228 -0.283 -0.655
C 1.064 0.082 -1.262
C 1.485 1.281 -1.639
H -1.443 -0.446 2.609
H -2.234 -0.015 1.181
H -1.540 -1.768 1.477
H 0.000 0.826 1.212
H 0.752 -0.780 1.185
H -1.024 0.395 -0.968
H -0.482 -1.328 -0.851
H 1.833 -0.676 -1.084
H 0.930 2.209 -1.599
H 2.482 1.404 -2.050

***

[7]
115
Properties=species:S:1:pos:R:3 method="wB97M-V/def2-TZVPD" total_charge=0 spin_multiplicity=1 homo_ha=-0.305 orbital_gap_ev=8.1
C -0.295 -3.133 5.112
C -1.636 -2.870 4.437
O -1.765 -1.488 4.136
C -3.078 -1.062 3.897
C -3.199 0.488 4.035
P -4.992 0.849 3.713
O -5.449 2.223 3.863
O -5.248 0.259 2.235
O -5.770 -0.186 4.670
C -2.698 0.901 5.461
I -3.327 2.834 6.220
P -2.972 -0.313 6.912
S -3.137 0.484 8.652
O -1.291 0.950 5.306
C -0.919 1.207 4.020
O 0.218 1.346 3.728
C -2.151 1.188 3.077
C -1.737 0.324 1.839
C -1.331 1.034 0.543
C -0.029 1.835 0.578
C 1.239 0.979 0.611
C 1.283 -0.127 -0.456
C 1.025 -1.517 0.137
C 2.190 -2.044 0.967
C 1.945 -3.414 1.623
C 0.672 -3.508 2.492
C -0.381 -4.535 2.042
C -1.502 -3.925 1.200
C -2.423 -4.978 0.605
O -3.440 -4.420 -0.212
C -4.591 -4.048 0.511
C -2.452 2.647 2.720
C -3.456 2.991 1.810
C -3.673 4.331 1.526
C -2.872 5.284 2.146
C -1.889 4.841 3.025
N -1.688 3.560 3.305
H -0.407 -3.897 5.885
H 0.062 -2.222 5.600
H 0.455 -3.482 4.404
H -2.470 -3.181 5.079
H -1.706 -3.452 3.509
H -3.771 -1.561 4.579
H -3.365 -1.371 2.882
H -4.788 -0.563 2.033
H -6.120 -0.951 4.202
H -1.896 -1.186 6.744
H -4.103 -1.038 6.518
H -0.898 -0.302 2.151
H -2.539 -0.369 1.573
H -1.234 0.239 -0.207
H -2.136 1.672 0.177
H -0.006 2.509 1.437
H 0.003 2.470 -0.317
H 2.093 1.650 0.473
H 1.364 0.542 1.606
H 2.259 -0.130 -0.947
H 0.540 0.072 -1.236
H 0.838 -2.238 -0.671
H 0.102 -1.466 0.726
H 2.474 -1.336 1.755
H 3.061 -2.115 0.305
H 2.802 -3.622 2.271
H 1.955 -4.190 0.850
H 0.194 -2.526 2.568
H 0.983 -3.771 3.508
H 0.107 -5.346 1.488
H -0.829 -5.005 2.926
H -1.085 -3.339 0.376
H -2.080 -3.244 1.836
H -2.881 -5.585 1.398
H -1.844 -5.644 -0.040
H -4.338 -3.466 1.409
H -5.168 -4.929 0.814
H -5.202 -3.423 -0.141
H -4.069 2.240 1.332
H -4.458 4.623 0.840
H -2.995 6.344 1.963
H -1.239 5.551 3.524
C 5.761 3.535 -3.097
C 5.216 2.129 -2.834
C 3.818 1.805 -3.360
F 2.896 2.636 -2.830
F 3.504 0.541 -2.991
F 5.304 1.826 -1.524
F 6.042 1.279 -3.518
O 5.634 4.475 -2.054
C 4.528 5.255 -1.906
C 3.795 4.990 -0.580
F 3.484 3.686 -0.457
F 2.652 5.711 -0.576
F 3.691 5.166 -2.954
F 4.951 6.540 -1.833
H 6.836 3.393 -3.197
H 5.393 3.926 -4.046
H 3.789 1.879 -4.447
H 4.426 5.297 0.256
C 2.086 -0.772 -6.966
C 2.248 0.746 -7.071
C 1.251 1.523 -7.935
F 1.296 1.100 -9.213
F 1.590 2.831 -7.899
F 3.512 1.068 -7.413
F 2.034 1.219 -5.801
O 2.893 -1.563 -7.806
C 2.513 -1.904 -9.067
C 3.468 -1.344 -10.134
F 3.594 -0.009 -10.003
F 2.952 -1.615 -11.352
F 1.238 -1.567 -9.327
F 2.607 -3.251 -9.166
H 2.430 -1.011 -5.961
H 1.034 -1.055 -7.026
H 0.238 1.406 -7.543
H 4.446 -1.817 -10.035

***

[8]
11
Properties=species:S:1:pos:R:3 method="wB97M-V/def2-TZVPD" smiles="COCC=O" total_charge=0 spin_multiplicity=1 e_above_lowest_kcal_mol=36.9 homo_ha=-0.369 orbital_gap_ev=11.0
C -0.556 -1.506 0.670
O -0.222 -0.668 -0.407
C 0.387 0.530 -0.012
C 0.357 1.486 -1.186
O 0.762 2.620 -1.124
H 0.334 -1.873 1.203
H -1.201 -0.987 1.394
H -1.102 -2.357 0.256
H 1.434 0.383 0.303
H -0.144 1.002 0.832
H -0.073 1.061 -2.115

***

[9]
10
Properties=species:S:1:pos:R:3 method="wB97M-V/def2-TZVPD" total_charge=0 spin_multiplicity=1 e_above_lowest_kcal_mol=146.7 homo_ha="-0.282 / -0.317" orbital_gap_ev="7.2 / 7.7"
C -0.615 0.267 -2.203
C -0.365 -0.415 -1.262
C -0.382 2.247 0.934
Si 0.015 -1.077 0.351
Cl -1.913 2.565 0.116
Cl 1.032 2.957 0.245
H -0.901 0.808 -3.036
H -0.645 2.169 1.985
H 1.243 -1.780 0.623
H -1.046 -1.820 0.799

***

[10]
16
Properties=species:S:1:pos:R:3 method="wB97M-V/def2-TZVPD" total_charge=+2 spin_multiplicity=1 e_above_lowest_kcal_mol=190.9 homo_ha="-0.652 / -0.674" orbital_gap_ev="5.5 / 6.1"
C 2.021 1.372 1.279
C 0.865 1.153 0.338
O -0.106 0.349 1.078
H 2.810 1.916 0.747
H 1.716 1.951 2.159
H 2.419 0.405 1.611
H 1.155 0.606 -0.567
H 0.344 2.081 0.077
Cd -0.529 -1.590 1.982
O -0.990 -0.260 0.211
O -0.838 -1.970 -0.125
C -1.581 -1.945 -1.222
C -1.614 -0.704 -1.835
H -2.596 -0.277 -2.048
H -2.381 -2.685 -1.332
H -0.697 -0.403 -2.352

***

[11]
44
Properties=species:S:1:pos:R:3 method="wB97M-V/def2-TZVPD" total_charge=+3 spin_multiplicity=5 e_above_lowest_kcal_mol=34.4 homo_ha="-0.644 / -0.752" orbital_gap_ev="7.1 / 5.8"
Pt 0.074 -0.167 1.217
P -2.146 -0.020 0.713
C -2.084 0.421 -1.081
C -0.877 1.186 -1.479
N 0.247 0.784 -0.865
C 1.457 1.288 -1.161
C 1.643 2.105 -2.331
C 0.508 2.324 -3.112
C -0.768 1.839 -2.738
C 2.623 0.903 -0.262
P 2.222 -0.531 0.818
H -1.680 1.965 -3.298
H 2.644 2.493 -2.537
H 0.577 3.006 -3.956
H 3.478 0.613 -0.888
H 2.930 1.744 0.387
H -1.901 -0.644 -1.425
H -2.997 0.859 -1.547
H -1.161 -2.367 -1.274
O -1.264 -1.893 -2.131
H -2.150 -2.087 -2.401
H -0.232 -2.135 0.661
O -0.435 -2.880 0.087
H -0.368 -3.834 0.009
C 2.602 -1.988 -0.150
H 3.575 -1.871 -0.637
H 2.614 -2.852 0.519
H 1.817 -2.166 -0.887
C 3.286 -0.518 2.255
H 3.086 -1.428 2.833
H 4.340 -0.511 1.950
H 3.081 0.353 2.887
C -3.007 1.352 1.460
H -3.941 1.591 0.914
H -3.147 0.937 2.479
H -2.290 2.189 1.420
C -3.198 -1.481 0.883
H -3.394 -1.542 1.960
H -4.161 -1.435 0.353
H -2.683 -2.401 0.583
C 0.257 1.499 2.313
H 1.269 1.478 2.767
H -0.559 1.456 3.064
H 0.115 2.365 1.631

***

[12]
14
Properties=species:S:1:pos:R:3 method="wB97M-V/def2-TZVPD" total_charge=0 spin_multiplicity=1 e_above_lowest_kcal_mol=108.1 homo_ha="-0.335 / -0.305" orbital_gap_ev="8.1 / 7.8"
C -0.327 1.441 0.649
C -0.601 -0.387 -1.129
C -0.102 0.674 1.658
C 0.018 -1.433 -0.464
C -0.399 1.022 -0.830
C 1.171 -1.290 0.343
F -0.083 0.895 2.940
F 1.477 -2.387 1.067
Br -0.695 -3.202 -0.648
Br 2.647 -0.370 -0.212
H -0.794 2.351 0.769
H -1.424 -0.518 -1.734
H -1.274 1.705 -1.048
H 0.385 1.499 -1.361